# 1
Molecular formula: C3H5NO
Method: DFT, ωB97M-V/def2-TZVPD

Properties
Multiplicity = 1
Energy = -247.1811 Eh
Frontier orbital gap = 8.43 eV

Geometry (Å):
O  -1.9443  0.1561  -0.5740
C  -0.7700  -0.1001  -0.4210
C  -0.0886  0.1241  0.9629
C  1.3313  0.4416  0.7303
N  0.0549  -0.5948  -1.3709
H  -0.7312  0.8131  1.5228
H  -0.1343  -0.8698  1.4408
H  1.5478  1.4297  1.1794
H  1.0433  -0.6807  -1.1666
H  -0.3089  -0.7192  -2.3037


# 2
Molecular formula: C30H81N3O18
Method: DFT, ωB97M-V/def2-TZVPD

Properties
Multiplicity = 1
Energy = -2709.8464 Eh
Frontier orbital gap = 8.51 eV

Geometry (Å):
C  -30.5696  -1.4361  11.8750
C  -31.3751  -0.3249  12.5920
O  -31.2367  -0.4401  13.9965
O  -29.2953  -1.5645  12.4862
H  -30.4247  -1.1754  10.8243
H  -31.0762  -2.4088  11.9103
H  -32.3926  -0.5232  12.2427
H  -30.9739  0.6296  12.2547
H  -31.2626  0.4679  14.3228
H  -29.5693  -1.6427  13.4176
C  -25.5396  1.0597  10.7824
C  -26.7604  0.4897  11.4642
O  -26.8976  -0.8997  11.2176
O  -24.3725  0.5079  11.3927
H  -25.5679  2.1439  10.9243
H  -25.5117  0.6963  9.7494
H  -27.6776  0.8784  10.9969
H  -26.7777  0.7936  12.5168
H  -27.6752  -1.2377  11.6831
H  -23.6327  1.0081  11.0352
C  -35.2005  -1.5980  11.1336
C  -35.0236  -0.0879  11.1342
O  -36.0388  0.4364  10.2765
O  -35.2625  -2.1509  9.8576
H  -36.0571  -1.8982  11.7453
H  -34.4393  -2.1387  11.7222
H  -34.0162  0.1868  10.7920
H  -35.1063  0.4156  12.0991
H  -35.8721  -0.0587  9.4601
H  -34.4108  -2.3004  9.4418
C  -33.1736  0.2100  18.6268
C  -33.2797  -0.7534  17.4364
O  -32.6586  -1.9489  17.8534
O  -31.7582  0.5552  18.7089
H  -33.2825  -0.2875  19.5928
H  -33.7808  1.1098  18.6013
H  -32.7338  -0.2776  16.6139
H  -34.2942  -0.9183  17.0552
H  -32.3830  -2.4326  17.0676
H  -31.2961  -0.2521  18.4550
C  -27.3720  -3.8315  14.2616
C  -26.9708  -5.2759  14.0194
O  -25.8041  -5.6600  14.7350
O  -28.6194  -3.6579  14.9365
H  -27.3803  -3.2222  13.3484
H  -26.6173  -3.3627  14.8989
H  -26.9941  -5.6171  12.9863
H  -27.7022  -5.9428  14.5089
H  -25.8429  -5.5164  15.6804
H  -29.1555  -4.3661  14.5557
C  -29.1488  3.0214  14.3182
C  -28.9378  4.1971  15.3253
O  -29.6221  5.4056  15.0625
O  -30.4091  2.4246  14.0831
H  -28.5821  2.2650  14.8810
H  -28.6103  3.1955  13.3801
H  -27.8852  4.4923  15.2872
H  -29.1301  3.7443  16.2971
H  -29.3113  5.7840  14.2369
H  -31.0234  3.1091  14.3951
C  -33.4920  2.9900  10.6445
O  -33.5764  2.6705  9.2634
C  -33.6197  3.8084  8.4272
C  -35.0525  4.2518  8.0074
N  -35.7129  4.6948  9.2130
C  -36.7295  3.7409  9.6893
C  -37.3468  4.2755  10.9951
O  -37.7186  5.6227  10.7877
C  -38.1080  6.2787  11.9571
H  -32.7480  2.3420  11.1269
H  -34.3804  2.8516  11.2604
H  -33.0211  3.9671  10.7580
H  -32.9944  3.6206  7.5477
H  -33.1496  4.6688  8.9071
H  -35.6228  3.5196  7.4296
H  -34.9228  5.1024  7.3295
H  -36.1799  5.5864  9.2878
H  -36.4434  2.6948  9.7747
H  -37.5555  3.8050  8.9622
H  -36.5529  4.1936  11.7436
H  -38.1941  3.6263  11.2252
H  -38.8077  5.7112  12.5828
H  -38.6270  7.2274  11.8157
H  -37.3091  6.5353  12.6635
C  -34.9019  -10.2973  5.5508
O  -34.0233  -9.8016  6.5425
C  -32.9298  -8.9671  6.0991
C  -32.2891  -8.5079  7.3807
N  -33.1517  -7.5424  8.0331
C  -32.7366  -7.0807  9.3559
C  -31.4210  -6.3383  9.4761
O  -31.4206  -5.9576  10.8541
C  -30.1806  -5.3640  11.2295
H  -34.3959  -10.6747  4.6648
H  -35.6779  -9.5529  5.3337
H  -35.5132  -11.0425  6.0647
H  -33.2234  -8.1523  5.4376
H  -32.1945  -9.5805  5.5704
H  -31.2623  -8.1499  7.2791
H  -32.2189  -9.3680  8.0687
H  -34.1118  -7.8292  7.9352
H  -32.6752  -7.9840  9.9768
H  -33.5450  -6.4474  9.7168
H  -31.3317  -5.4375  8.8592
H  -30.5390  -6.9559  9.2788
H  -29.3099  -6.0222  11.1655
H  -30.2793  -5.0132  12.2537
H  -29.9639  -4.5302  10.5558
C  -28.4408  -2.2314  8.1885
O  -27.5973  -3.3063  8.5340
C  -27.5167  -4.2263  7.4864
C  -26.3772  -5.2315  7.7372
N  -26.3454  -5.9502  8.9919
C  -27.2914  -7.0539  9.0990
C  -26.8702  -8.2758  8.2773
O  -27.6995  -9.3727  8.5640
C  -27.3225  -10.5799  7.9891
H  -28.7608  -1.6704  9.0656
H  -29.3296  -2.5640  7.6435
H  -27.9364  -1.4916  7.5569
H  -27.4532  -3.7238  6.5117
H  -28.4405  -4.8135  7.3280
H  -25.4768  -4.6110  7.8066
H  -26.3070  -5.8994  6.8808
H  -26.3070  -5.3662  9.8094
H  -28.2424  -6.6965  8.6839
H  -27.2544  -7.3261  10.1561
H  -25.8449  -8.5470  8.5482
H  -27.0702  -7.9602  7.2465
H  -27.1749  -10.5413  6.9024
H  -27.9948  -11.3304  8.3989
H  -26.3118  -10.8688  8.3331


# 3
Molecular formula: C10H20Cl10F6MgN3O12S6
Method: DFT, ωB97M-V/def2-TZVPD

Properties
Multiplicity = 1
Energy = -9250.5992 Eh
Net charge = -1
Frontier orbital gap = 8.68 eV

Geometry (Å):
Mg  -24.7086  3.7181  -4.9064
N  -27.4784  1.0253  -3.8272
S  -26.5546  -0.0229  -4.5942
O  -26.3032  -1.3118  -3.9961
O  -25.4662  0.5545  -5.3817
F  -27.6357  -0.3160  -5.7638
S  -26.2076  1.6190  -2.8737
O  -25.3112  2.5492  -3.5421
O  -25.7019  0.6918  -1.8849
F  -27.1317  2.6276  -2.0969
N  -26.2560  3.8389  -5.9082
S  -27.6685  4.6123  -5.1552
O  -28.6366  3.7559  -4.5427
O  -28.0465  5.8495  -5.7530
F  -26.8440  5.0965  -3.8792
S  -26.9186  3.6346  -7.3210
O  -26.7729  4.6182  -8.3520
O  -28.1056  2.8281  -7.2280
F  -25.7917  2.5376  -7.7702
N  -23.9184  5.0553  -3.9555
S  -23.4001  6.5389  -4.5461
O  -22.0096  6.9098  -4.5254
O  -24.4451  7.5041  -4.6242
F  -23.4154  5.9510  -6.0279
S  -23.7844  5.5872  -2.4430
O  -24.7239  6.5877  -1.9923
O  -22.4573  5.8155  -1.9746
F  -24.3554  4.2644  -1.8164
Cl  -29.4601  9.4651  -2.8048
C  -27.9797  8.4789  -2.7947
C  -28.1784  7.3976  -1.7009
Cl  -29.4651  6.2237  -2.1583
H  -27.1056  9.0512  -2.4695
H  -27.8119  8.1315  -3.8104
H  -28.5068  7.8731  -0.7811
H  -27.1911  6.9769  -1.5330
Cl  -18.0754  6.1316  -2.2872
C  -19.2645  6.8417  -3.3644
C  -18.7999  6.8676  -4.8042
Cl  -17.5447  8.0689  -4.9978
H  -19.6195  7.7636  -2.9082
H  -20.1043  6.1589  -3.2375
H  -19.6493  7.0544  -5.4595
H  -18.3500  5.9249  -5.1095
Cl  -22.2815  3.6850  -11.4594
C  -23.5106  4.9996  -11.4631
C  -24.4504  4.8727  -10.2601
Cl  -23.8742  5.7541  -8.8112
H  -24.2199  4.8019  -12.2665
H  -22.9328  5.9106  -11.5570
H  -24.5668  3.8198  -10.0154
H  -25.4336  5.2904  -10.4620
Cl  -22.1121  11.9189  -1.2704
C  -22.7434  10.6677  -2.3819
C  -24.1308  10.9824  -2.9320
Cl  -25.3654  10.7073  -1.6438
H  -22.7967  9.6613  -1.9743
H  -22.0587  10.6548  -3.2290
H  -24.3990  10.3926  -3.8007
H  -24.2946  12.0396  -3.1274
Cl  -25.8065  2.9388  1.0011
C  -24.0421  2.6039  1.0138
C  -23.6195  2.2436  2.4310
Cl  -21.8923  2.5911  2.7100
H  -23.6025  3.5347  0.6680
H  -23.9095  1.7846  0.3134
H  -23.7226  1.1710  2.5851
H  -24.1662  2.7371  3.2288